# 1
{"formula": "C3H2NO4S2", "method": "wB97M-V/def2-TZVPD", "smiles": "O=C(CC([O-])=S)N=S(=O)=O", "e_above_lowest_kcal_mol": 65.9, "largest_force_ev_per_a": 3.1, "total_charge": -1, "homo_ha": [-0.1778, -0.1428], "species": ["C", "C", "C", "N", "O", "O", "O", "O", "S", "S", "H", "H"], "coordinates": [[-0.94, -0.46, 1.82], [0.82, -1.60, 0.27], [0.24, -0.29, 0.79], [-2.04, -0.92, 1.10], [-0.80, -0.15, 2.97], [-3.31, -1.50, -0.99], [-2.49, 0.83, -0.86], [0.61, -2.64, 0.81], [1.77, -1.35, -1.20], [-2.34, -0.59, -0.42], [-0.19, 0.45, 0.16], [1.00, 0.14, 1.44]]}

# 2
{"formula": "C5H8O2", "method": "wB97M-V/def2-TZVPD", "smiles": "CC1(OC=O)CC1", "e_above_lowest_kcal_mol": 35.9, "largest_force_ev_per_a": 1.4, "homo_ha": -0.3737, "species": ["C", "C", "C", "C", "O", "C", "O", "H", "H", "H", "H", "H", "H", "H", "H"], "coordinates": [[-0.22, 1.43, -0.30], [-0.25, 0.06, 0.32], [-0.76, -1.08, -0.50], [-1.42, -0.74, 0.80], [1.01, -0.10, 0.97], [2.07, -0.11, 0.10], [2.14, -0.74, -0.91], [-1.10, 1.61, -0.93], [0.75, 1.36, -0.86], [-0.09, 2.24, 0.41], [-1.26, -0.83, -1.44], [-0.10, -1.94, -0.55], [-2.41, -0.29, 0.78], [-1.24, -1.40, 1.64], [2.88, 0.53, 0.48]]}

# 3
{"formula": "C4H9NO", "method": "wB97M-V/def2-TZVPD", "e_above_lowest_kcal_mol": 127.0, "largest_force_ev_per_a": 5.8, "homo_ha": -0.3484, "species": ["O", "C", "C", "C", "C", "N", "H", "H", "H", "H", "H", "H", "H", "H", "H"], "coordinates": [[-1.93, -0.38, -0.31], [-0.79, -0.60, -0.55], [0.36, 0.67, -0.88], [0.25, 0.02, 0.46], [1.45, -0.86, 0.76], [1.40, 0.43, -1.59], [-0.47, -1.61, -0.86], [-0.26, 1.54, -1.05], [-3.25, 1.34, 1.07], [-0.09, 0.58, 1.32], [1.24, -1.93, 0.61], [1.70, -0.81, 1.82], [2.29, -0.53, 0.16], [-3.06, 1.76, 1.65], [1.18, 0.37, -2.59]]}

# 4
{"formula": "C6H15NO3PS2", "method": "wB97M-V/def2-TZVPD", "e_above_lowest_kcal_mol": 2.3, "largest_force_ev_per_a": 5.8, "total_charge": 1, "homo_ha": -0.4648, "species": ["C", "C", "C", "C", "C", "C", "N", "O", "O", "O", "P", "S", "S", "H", "H", "H", "H", "H", "H", "H", "H", "H", "H", "H", "H", "H", "H", "H"], "coordinates": [[4.92, 0.44, -0.81], [3.11, 0.41, 0.76], [-0.84, -3.36, 0.01], [-2.80, 2.30, -1.21], [-0.10, -2.40, -0.92], [-2.65, 1.03, -0.26], [2.22, 0.23, 1.68], [-0.26, 0.11, -2.08], [0.46, -1.28, -0.24], [-1.40, 1.01, 0.44], [0.29, 0.25, -0.78], [3.13, -0.19, -0.91], [4.80, 0.93, 0.89], [5.66, -0.36, -0.99], [5.06, 1.32, -1.49], [-0.40, -3.46, 0.90], [-1.88, -3.07, 0.09], [-0.77, -4.40, -0.57], [-2.80, 3.31, -0.59], [-1.94, 2.45, -1.99], [-3.63, 2.35, -1.91], [-0.72, -2.07, -1.83], [0.88, -2.85, -1.39], [-2.71, 0.19, -0.91], [-3.62, 1.00, 0.30], [2.09, 0.99, 2.35], [1.35, -0.35, 1.43], [-1.12, 1.79, 0.93]]}

# 5
{"formula": "C4H8IN2S", "method": "wB97M-V/def2-TZVPD", "smiles": "CC(/[NH+]=C/I)=[N+](\\C)[S-]", "e_above_lowest_kcal_mol": 45.8, "largest_force_ev_per_a": 4.1, "total_charge": 1, "homo_ha": [-0.4475, -0.4730], "species": ["C", "C", "C", "C", "N", "N", "S", "I", "H", "H", "H", "H", "H", "H", "H", "H"], "coordinates": [[-0.20, -0.24, 0.15], [0.23, -2.11, -1.27], [1.27, -0.15, 0.41], [-0.41, 1.96, 0.98], [-1.01, 0.79, 0.48], [-0.55, -1.20, -0.78], [-2.66, 0.87, 0.42], [-0.37, -3.36, -2.87], [1.44, 0.59, 1.09], [1.71, 0.21, -0.52], [1.61, -1.16, 0.63], [-1.06, 2.84, 0.93], [-0.13, 2.03, 2.04], [0.42, 2.08, 0.41], [1.33, -1.97, -1.11], [-1.61, -1.19, -0.98]]}